Record 1
Density functional theory data (ωB97M-V with the def2-TZVPD basis set) for a gas-phase ion, C4H11N2O2 (charge -1) at a distorted geometry.

CARTESIAN COORDINATES (ANGSTROEM)
N  -0.8704  -1.3939  1.8720
C  -0.6935  -0.5434  0.6722
C  -1.4513  0.7559  0.8166
O  -2.7281  0.6416  1.5117
C  0.8033  -0.3210  0.3026
N  0.9413  -0.2907  -1.1347
C  1.9564  0.6954  -1.6317
O  2.2558  0.4826  -2.9107
H  -1.0758  -0.8051  2.6728
H  0.0244  -1.8383  2.0372
H  -1.1273  -1.0158  -0.2039
H  -1.7784  1.1949  -0.1204
H  -0.8416  1.4786  1.3593
H  -2.8041  -0.2719  1.8060
H  1.2378  0.6055  0.6709
H  1.2261  -1.2597  0.6995
H  1.0813  -1.1472  -1.6480
H  1.6171  1.7518  -1.5246
H  2.8452  0.5359  -0.9369

As for the HOMO energy: -2.356 eV. The calculation puts the HOMO-LUMO gap at 5.77 eV. As for the net charge: -1. The SMILES is N[C@@H](CO)CNC[O-].


Record 2
Density functional theory data (ωB97M-V with the def2-TZVPD basis set) for C4H11N2O2 in the gas phase at a distorted geometry.

CARTESIAN COORDINATES (ANGSTROEM)
N  -0.4750  -1.7318  -0.2737
C  -1.5685  -0.9296  0.3343
C  -1.5191  0.5677  -0.0622
N  -0.2506  0.9957  -0.5353
C  0.7883  1.2618  0.4794
C  2.0101  0.3932  0.2100
O  2.8731  1.0316  -0.6083
O  2.1840  -0.7065  0.6369
H  -0.9020  -2.5298  -0.8109
H  -0.0973  -1.1811  -1.0457
H  0.2179  -2.0895  0.4135
H  -1.3802  -0.9114  1.3934
H  -2.5288  -1.4076  0.1603
H  -1.8789  1.0718  0.8313
H  -2.2871  0.7408  -0.8153
H  -0.2413  1.7424  -1.2122
H  1.0770  2.2992  0.4059
H  0.4386  0.9733  1.4442
H  3.5398  0.4098  -0.9456

Its spin multiplicity is 2. As for the HOMO energy (alpha / beta): -3.127 / -9.810 eV. The calculation puts the HOMO-LUMO gap (alpha / beta) at 3.76 / 10.25 eV. Its expectation value of S² is 0.750.


Record 3
Density functional theory data (ωB97M-V with the def2-TZVPD basis set) for a gas-phase ion, C4H11N2O2 (charge +1) at a distorted geometry.

CARTESIAN COORDINATES (ANGSTROEM)
C  0.2731  -0.5602  -0.8484
C  -0.5036  -0.3783  1.1262
C  0.4992  1.6094  0.6018
C  -0.9501  -0.8896  -1.7382
N  -0.5394  -1.5881  1.7373
N  0.7678  0.7290  -0.9382
O  0.3726  0.6276  1.4810
O  1.5339  2.3202  0.8055
H  0.8827  -1.4546  -0.7187
H  -1.5576  -0.0752  0.7234
H  -0.3726  2.1739  0.4176
H  -1.3595  0.0331  -2.1349
H  -1.6089  -1.5427  -1.0156
H  -0.5616  -1.4837  -2.5550
H  0.3364  -1.8441  2.1829
H  -1.5285  -1.9000  2.0829
H  1.7579  0.9129  -0.9985
H  0.4365  1.2386  -1.7968
H  2.1214  2.0718  1.5854

As for the HOMO energy: -12.198 eV. The calculation puts the HOMO-LUMO gap at 9.37 eV. As for the net charge: +1.


Record 4
Density functional theory data (ωB97M-V with the def2-TZVPD basis set) for C4H11N2OS in the gas phase at a distorted geometry.

CARTESIAN COORDINATES (ANGSTROEM)
O  0.1128  0.3552  -1.8315
C  0.5606  -0.2336  -0.4514
N  -0.2811  -1.2067  0.4050
C  -1.1879  -0.5022  1.3864
C  -1.8488  0.5567  0.5177
S  -3.3760  -0.0693  -0.1864
C  2.0528  -0.2674  -0.3985
N  2.7613  0.9682  0.2275
H  -0.5130  -2.0813  -0.1178
H  -0.4557  -0.1158  2.1253
H  -1.9254  -1.2421  1.8758
H  -1.1665  0.6643  -0.3312
H  -1.9697  1.5220  0.9971
H  -3.2552  0.2566  -1.5790
H  2.1895  -1.1606  0.2457
H  2.4641  -0.3158  -1.4702
H  0.6605  0.0158  -2.5199
H  2.8110  1.0850  1.3001
H  2.3668  1.7711  -0.1946

Its spin multiplicity is 2. As for the HOMO energy (alpha / beta): -8.355 / -8.864 eV. The calculation puts the HOMO-LUMO gap (alpha / beta) at 9.10 / 8.77 eV. Its expectation value of S² is 0.755.


Record 5
Density functional theory data (ωB97M-V with the def2-TZVPD basis set) for 2 unconnected molecules or ions with the total composition C4H11N2S at a distorted geometry.

CARTESIAN COORDINATES (ANGSTROEM)
C  -1.0640  -0.4432  -0.8054
C  -2.4481  -0.0268  -0.1724
C  -2.9937  1.3735  -0.2166
C  1.1795  -1.1411  0.6662
N  3.2482  0.5948  -0.4831
N  -2.5172  0.9514  0.8845
S  0.2617  0.2328  0.3284
H  -0.9896  -1.5574  -0.6732
H  -1.2029  -0.1827  -1.8770
H  -3.1274  -0.8743  -0.0580
H  3.9036  0.4519  -1.2517
H  -3.2415  2.3578  -0.5369
H  1.7203  -1.6304  -0.1362
H  2.0551  -0.9874  1.3424
H  0.6042  -2.0323  1.1739
H  3.5214  1.4730  -0.2427
H  -2.4024  1.4551  1.7728
H  3.4929  -0.0149  0.2850

As for the HOMO energy: -12.112 eV. The calculation puts the HOMO-LUMO gap at 7.03 eV. As for the net charge: +1.


Record 6
Density functional theory data (ωB97M-V with the def2-TZVPD basis set) for 2 unconnected molecules or ions with the total composition C4H11N3.

CARTESIAN COORDINATES (ANGSTROEM)
C  2.6070  -0.5817  0.5839
C  1.8231  -1.1127  -0.5966
C  0.5272  -0.3645  -0.8500
N  -0.3462  -0.3821  0.2834
C  -1.4197  0.3898  0.1383
N  -1.6985  1.1459  -0.9237
N  -2.3030  0.4252  1.2130
H  3.4748  -1.2079  0.7916
H  1.9632  -0.5831  1.4582
H  2.9581  0.4385  0.4574
H  1.6708  -2.1819  -0.4128
H  2.4314  -1.1020  -1.5160
H  0.7766  0.6641  -1.1658
H  0.0215  -0.7471  -1.7447
H  0.5502  2.7006  1.0969
H  0.0781  2.9647  0.5803
H  -2.6456  1.5111  -0.7856
H  -1.8275  -0.0621  1.9726

Its spin multiplicity is 2. As for the HOMO energy (alpha / beta): -3.155 / -2.473 eV. The calculation puts the HOMO-LUMO gap (alpha / beta) at 7.32 / 6.23 eV. As for the net charge: -1. Its expectation value of S² is 0.763.


The records above yield E values of -11400.361, -11398.244, -11392.194, -20184.892, -18131.042, -8794.838 eV, respectively.
The records above yield energy relative to the best compared isomer or geometry (same formula, charge and spin) values of 355.77, 206.60, 379.17, 206.36, 431.96, 61.13 kJ/mol, respectively.